No. 1
Formula: C26H28LaN2S2Si
Source: the OMol25 dataset
Level of theory: ωB97M-V/def2-TZVPD

```
! RIJCOSX wB97M-V def2-TZVPD def2/J DEFGRID3
* xyz 1 1
C 0.3644 2.6820 2.2784
C 0.1708 2.8816 0.8776
C -1.2062 2.6550 0.5960
H 0.9345 3.2069 0.1598
C -1.8669 2.2660 1.7927
C -0.8930 2.2749 2.8386
H -1.0963 2.0799 3.8970
H 1.2972 2.8588 2.8283
H -1.6907 2.8959 -0.3546
H -2.9404 2.1035 1.9078
La -0.1553 0.2916 1.3390
C 3.9450 -2.0850 -0.3376
H 4.9327 -2.2013 -0.7965
H 3.3338 -3.0385 -0.4355
H 3.1719 -1.7950 -1.1329
Si 0.2383 0.1828 -1.4422
C 1.6349 -0.1419 -2.6064
C 2.5827 0.8364 -2.9788
H 2.6354 1.7734 -2.4291
C 3.4036 0.6147 -4.0924
H 4.0757 1.4032 -4.4351
C 3.3464 -0.6015 -4.7808
H 3.9529 -0.7465 -5.6740
C 2.5209 -1.6265 -4.3190
H 2.5023 -2.5881 -4.8317
C 1.6850 -1.4138 -3.2191
H 1.0331 -2.2112 -2.8684
C -1.1391 0.7964 -2.5611
C -0.9486 1.1075 -3.9274
H -0.0198 0.8054 -4.4168
C -1.9330 1.8074 -4.6515
H -1.7526 2.0433 -5.7005
C -3.1371 2.1746 -4.0369
H -3.8931 2.7353 -4.5905
C -3.3842 1.7943 -2.7082
H -4.3351 2.0314 -2.2253
C -2.4112 1.0834 -1.9987
H -2.6445 0.7685 -0.9716
H 3.8078 -1.0125 -0.0024
H 3.9827 -2.3405 0.7199
C 1.6358 1.2058 4.9322
C 0.7339 0.0276 4.9243
N 0.1476 -0.5079 3.8500
C -0.6350 -1.6428 4.2012
C -0.5624 -1.9469 5.5447
S 0.3908 -0.7953 6.4294
C -1.4980 -2.2551 3.2177
C -2.3631 -3.3128 3.4294
S -3.3699 -3.6140 2.0463
C -2.5861 -2.2952 1.2128
N -1.6425 -1.6727 1.9251
C -3.0139 -1.9071 -0.1585
H 2.3128 1.1049 5.7913
H 2.2349 1.2564 4.0139
H 1.0523 2.1283 5.0772
H -1.0894 -2.7789 6.0072
H -2.4254 -3.8643 4.3594
H -2.1590 -1.8477 -0.8552
H -3.7037 -2.6834 -0.5213
H -3.5645 -0.9504 -0.1370
*
```

HOMO-LUMO gap (alpha / beta) = 3.272 / 3.272 eV
E_LUMO (alpha / beta) = -3.69 / -3.69 eV
max |F| = 2.6 eV Å⁻¹
relative energy (zero: lowest compared OMol25 entry of this formula, charge and spin) = 186.4 kJ/mol
HOMO energy (alpha / beta) = -6.96 / -6.96 eV
energy = -60792.4388 eV

No. 2
Formula: C26H28LiN7O2S
Source: the OMol25 dataset
Level of theory: ωB97M-V/def2-TZVPD

```
! RIJCOSX wB97M-V def2-TZVPD def2/J DEFGRID3
* xyz 0 1
Li -0.1575 -0.0308 0.2868
O -4.1118 0.2416 -0.2284
C -2.9059 0.4128 -0.2014
N -1.9281 -0.5238 -0.2686
C -2.0102 -1.5843 -1.0944
O -2.6757 -1.6901 -2.1206
C -1.0748 -2.7254 -0.7310
C -1.3044 -3.9705 -1.3053
C -0.4909 -5.0302 -0.9512
C 0.5293 -4.8096 -0.0366
C 0.6944 -3.5318 0.4680
N -0.0781 -2.4982 0.1309
C -2.3798 1.8307 -0.0384
C -3.2314 2.8758 -0.3808
C -2.7622 4.1748 -0.3190
C -1.4590 4.3897 0.1082
C -0.6921 3.2914 0.4497
N -1.1223 2.0316 0.3732
H -2.1192 -4.0685 -2.0083
H -0.6435 -6.0127 -1.3793
H 1.1841 -5.6101 0.2808
H 1.4809 -3.3284 1.1878
H -4.2385 2.6347 -0.6925
H -3.4017 5.0058 -0.5898
H -1.0471 5.3874 0.1793
H 0.3211 3.4385 0.8105
N 3.2167 1.5775 0.3302
C 3.7901 2.2229 -0.8527
C 2.8043 2.1589 -2.0078
C 2.5249 0.7452 -2.5248
C 1.2216 0.7096 -3.3233
N 0.0251 0.6643 -2.4625
H 2.3268 2.0022 0.5636
H 3.8191 1.6875 1.1355
H 4.7033 1.6852 -1.1220
H 4.0707 3.2678 -0.6757
H 3.1863 2.7738 -2.8265
H 1.8548 2.6039 -1.6826
H 2.4472 0.0518 -1.6834
H 3.3533 0.4144 -3.1569
H 1.2366 -0.1253 -4.0285
H 1.1777 1.6231 -3.9212
H -0.3279 -0.2841 -2.4156
H -0.7208 1.1947 -2.8938
S 1.9445 -1.0010 6.6255
C 1.3789 -0.7654 4.9443
C 0.1371 -0.2078 4.6759
C -0.2407 -0.0439 3.3530
N 0.5354 -0.3855 2.3239
C 1.7285 -0.9159 2.5905
C 2.1945 -1.1233 3.8791
C 0.8665 -2.3708 7.0489
C 1.2186 -3.6633 6.6878
C 0.3407 -4.6928 6.9981
N -0.8166 -4.5057 7.6303
C -1.1294 -3.2630 7.9894
C -0.3228 -2.1623 7.7291
H -0.5231 0.0866 5.4803
H -1.2073 0.3824 3.1027
H 2.3376 -1.1813 1.7335
H 3.1707 -1.5568 4.0518
H 2.1520 -3.8588 6.1761
H 0.5787 -5.7168 6.7284
H -2.0722 -3.1387 8.5125
H -0.6107 -1.1717 8.0560
*
```

HOMO-LUMO gap = 8.380 eV
E_LUMO = -0.06 eV
max |F| = 0.4 eV Å⁻¹
HOMO energy = -8.44 eV
energy = -52984.7992 eV

No. 3
Formula: C26H28N2O6PtSi2
Source: the OMol25 dataset
Level of theory: ωB97M-V/def2-TZVPD

```
! RIJCOSX wB97M-V def2-TZVPD def2/J DEFGRID3
* xyz -2 1
Pt -1.5688 -1.3641 0.9205
O -7.7350 -0.2264 0.5177
C -6.5238 -0.3436 0.5534
C -5.6342 -0.0033 1.7229
O -5.9907 0.5446 2.7574
C -4.2943 -0.4567 1.3437
C -4.2881 -0.8748 -0.0218
O -3.2215 -1.2286 -0.6165
C -5.6483 -0.8578 -0.5603
O -6.0296 -1.1889 -1.6765
O -3.2432 -0.4604 2.0572
C 0.0589 -0.4089 3.9237
Si -0.0055 -1.6725 2.5153
C -0.1869 -3.3488 3.4101
C 1.7574 -1.7509 1.7651
C 2.9648 -1.5614 2.4409
C 4.1811 -1.6055 1.7684
C 4.2048 -1.8558 0.3997
C 3.0104 -2.0616 -0.2808
C 1.7822 -2.0096 0.3823
Si 0.0501 -2.1808 -0.4149
C -0.1122 -4.0001 -0.9454
C 0.1884 -1.2514 -2.0700
H 0.7695 -0.7012 4.7056
H -0.9322 -0.3191 4.3763
H 0.3369 0.5688 3.5274
H 0.6867 -3.5451 4.0426
H -0.2830 -4.1666 2.6919
H -1.0787 -3.3523 4.0430
H 2.9587 -1.3574 3.5087
H 5.1103 -1.4428 2.3062
H 5.1516 -1.8852 -0.1314
H 3.0378 -2.2490 -1.3524
H 0.7252 -4.3103 -1.5805
H -1.0435 -4.1361 -1.5021
H -0.1462 -4.6580 -0.0734
H 0.7730 -1.8127 -2.8091
H 0.6630 -0.2849 -1.9097
H -0.8079 -1.0726 -2.4841
C 1.9419 2.0549 -3.0054
N 2.0202 2.5560 -1.6286
N 0.9038 2.2014 -0.8421
C 1.3084 1.7646 0.4227
O 0.5758 1.6033 1.3709
C 2.7628 1.6555 0.3134
C 3.1255 2.1085 -0.8925
C 4.4816 2.1805 -1.5049
C -0.3851 2.6698 -1.1778
C -1.5048 1.8974 -0.8699
C -2.7621 2.3663 -1.2210
C -2.9146 3.5764 -1.8850
C -1.7933 4.3292 -2.2019
C -0.5287 3.8828 -1.8465
H 0.9807 2.3405 -3.4267
H 2.0405 0.9687 -3.0541
H 2.7306 2.5289 -3.5889
H 3.3950 1.2845 1.1031
H 5.2330 1.9677 -0.7471
H 4.6689 3.1706 -1.9248
H 4.5938 1.4455 -2.3053
H -1.4386 0.9155 -0.4030
H -3.6225 1.7523 -0.9836
H -3.9024 3.9234 -2.1612
H -1.8982 5.2739 -2.7229
H 0.3511 4.4741 -2.0682
*
```

HOMO-LUMO gap = 5.226 eV
E_LUMO = 3.99 eV
max |F| = 0.4 eV Å⁻¹
relative energy (zero: lowest compared OMol25 entry of this formula, charge and spin) = 0.0 kJ/mol
HOMO energy = -1.24 eV
energy = -61687.5084 eV

No. 4
Formula: C26H28N4O4
Source: the OMol25 dataset
Level of theory: ωB97M-V/def2-TZVPD

```
! RIJCOSX wB97M-V def2-TZVPD def2/J DEFGRID3
* xyz 0 1
C -6.8019 2.0168 -1.0639
C -6.0120 1.8991 0.2228
O -6.1741 2.6934 1.1284
C -5.0499 0.7903 0.3227
C -4.2909 0.6703 1.4919
C -3.3718 -0.3350 1.6522
C -3.1498 -1.2797 0.6381
C -3.9235 -1.1693 -0.5252
C -4.8462 -0.1588 -0.6789
H -5.4039 -0.1103 -1.6019
H -3.7958 -1.8651 -1.3409
N -2.2412 -2.2913 0.8411
C -2.0721 -3.3683 -0.0977
H -3.0192 -3.5993 -0.5840
H -1.7685 -4.2591 0.4618
C -1.0067 -3.0120 -1.1483
N 0.1203 -2.3912 -0.4799
C 0.9952 -1.5333 -1.0452
O 1.9054 -1.0319 -0.4054
C 0.8075 -1.1889 -2.5134
H 1.7917 -0.9168 -2.9003
C -0.1175 0.0384 -2.6302
N 0.3784 1.1373 -1.8402
C 0.0233 1.2664 -0.5502
O -0.8809 0.6554 -0.0159
C 0.8822 2.2891 0.2065
N 2.1411 1.6683 0.5740
C 2.2559 1.0545 1.7841
C 3.3808 0.4210 2.1702
C 4.4952 0.3660 1.2835
C 5.7014 -0.2654 1.6154
C 6.7435 -0.2961 0.7200
C 6.6152 0.2989 -0.5356
C 5.4393 0.9200 -0.8835
C 4.3713 0.9666 0.0177
C 3.1326 1.6104 -0.3843
O 2.9443 2.1042 -1.4954
H 5.3120 1.3858 -1.8492
H 7.4407 0.2671 -1.2310
H 7.6695 -0.7854 0.9860
H 5.7993 -0.7290 2.5866
H 3.4406 -0.0506 3.1374
H 1.3829 1.1125 2.4174
H 0.3548 2.6079 1.1065
H 1.0934 3.1478 -0.4360
H 1.2734 1.5502 -2.1066
H -1.1202 -0.1899 -2.2576
H -0.1829 0.3539 -3.6746
H 0.4159 -2.0232 -3.0924
C 0.1909 -2.6281 0.9466
H 0.2757 -3.7035 1.1328
C -1.0467 -2.0293 1.6292
H -0.9122 -0.9481 1.6942
H -1.1472 -2.4490 2.6389
H 1.0933 -2.1372 1.3147
H -0.6851 -3.9176 -1.6818
H -1.4429 -2.3158 -1.8659
H -2.8239 -0.4050 2.5780
H -4.4536 1.3943 2.2765
H -7.4561 2.8829 -1.0018
H -6.1273 2.1356 -1.9088
H -7.4038 1.1238 -1.2172
*
```

HOMO-LUMO gap = 8.330 eV
E_LUMO = 0.58 eV
SMILES = CC(=O)c1ccc(N2CCN(C(=O)CCNC(=O)Cn3ccc4ccccc4c3=O)CC2)cc1
max |F| = 0.9 eV Å⁻¹
relative energy (zero: lowest compared OMol25 entry of this formula, charge and spin) = 87.8 kJ/mol
HOMO energy = -7.75 eV
energy = -41569.0414 eV

No. 5
Formula: C26H28N4O4
Source: the OMol25 dataset
Level of theory: ωB97M-V/def2-TZVPD

```
! RIJCOSX wB97M-V def2-TZVPD def2/J DEFGRID3
* xyz 0 1
C 2.8615 -1.5356 1.6583
C 2.8452 -0.9561 3.0649
C 4.0900 -1.2496 3.9095
O 2.8137 0.5026 3.0023
C 1.6503 1.1287 2.6892
O 1.7394 2.3209 2.4196
C 0.3801 0.3760 2.7754
C -0.8310 1.0488 2.6168
C -2.1182 0.3576 2.6538
C -2.1874 -0.9684 2.1689
C -3.3214 -1.7494 2.3538
C -4.4553 -1.2082 2.9719
C -4.4733 0.1573 3.2824
C -3.3298 0.9442 3.1144
C 0.4788 -0.8457 3.6488
O -0.4288 -1.3214 4.2996
O 1.7139 -1.4275 3.8078
H 1.9444 -1.2482 1.1299
H 3.7384 -1.1654 1.1096
H 2.9082 -2.6314 1.7243
H 3.9897 -0.7596 4.8837
H 4.2005 -2.3185 4.0820
H 4.9872 -0.8596 3.4241
H -0.7971 2.1180 2.8271
H -1.2938 -1.3941 1.7036
H -3.2962 -2.7963 2.0528
H -5.3278 -1.8335 3.1706
H -5.3726 0.6123 3.6990
H -3.3275 1.9994 3.4117
C -11.2216 3.8395 -0.2277
C -10.3828 4.9615 -0.3174
C -9.0029 4.8023 -0.4545
C -8.4286 3.5009 -0.4495
C -7.0008 3.2228 -0.4446
C -5.8623 4.0079 -0.6365
N -4.8040 3.1406 -0.4973
C -3.3895 3.3409 -0.8424
C -2.4787 3.8910 0.2722
C -1.5723 5.0161 -0.2710
C -0.2066 4.8406 0.4208
C -0.4166 3.6362 1.3447
N -1.5771 2.9252 0.8533
N -5.2797 1.8704 -0.2821
N -6.5771 1.9330 -0.2172
C -9.2953 2.3854 -0.3831
C -10.6747 2.5468 -0.2570
H -12.2981 3.9794 -0.1353
H -10.8035 5.9686 -0.2752
H -8.3336 5.6602 -0.5552
H -5.7924 5.0627 -0.8436
H -3.0084 2.3675 -1.1901
H -3.3747 4.0752 -1.6669
H -3.1237 4.3175 1.0718
H -1.4657 4.9215 -1.3590
H -2.0426 5.9782 -0.0339
H 0.6049 4.6197 -0.2815
H 0.0526 5.7317 1.0003
H 0.4643 2.9852 1.3842
H -0.5404 4.0324 2.3713
H -2.0808 2.3107 1.4798
H -8.8539 1.3864 -0.4177
H -11.3198 1.6724 -0.1772
*
```

HOMO-LUMO gap = 7.033 eV
E_LUMO = -1.28 eV
SMILES = c1ccc(-c2cn(C[C@@H]3CCCN3)nn2)cc1.CC1(C)OC(=O)C(=Cc2ccccc2)C(=O)O1
max |F| = 2.8 eV Å⁻¹
relative energy (zero: lowest compared OMol25 entry of this formula, charge and spin) = 515.6 kJ/mol
HOMO energy = -8.31 eV
energy = -41564.6077 eV

No. 6
Formula: C26H28N4O5S
Source: the OMol25 dataset
Level of theory: ωB97M-V/def2-TZVPD

```
! RIJCOSX wB97M-V def2-TZVPD def2/J DEFGRID3
* xyz 0 1
C -0.5889 4.8083 -1.6239
C 0.4661 4.5237 -0.5491
N -0.1244 4.1218 0.7050
C -0.2701 2.7839 0.9957
C 0.8195 1.9022 1.0252
C 0.6611 0.5500 1.2589
C -0.6036 0.0165 1.4702
C -1.6926 0.8866 1.5272
C -1.5258 2.2343 1.3122
H -2.3898 2.8779 1.3507
H -2.6799 0.4968 1.7333
N -0.8408 -1.3500 1.6475
C 0.0145 -2.3924 1.5489
O 1.2063 -2.3409 1.3430
C -0.7129 -3.7332 1.7522
O -2.0397 -3.7248 1.2753
C -2.2447 -3.7304 -0.0733
C -1.2461 -3.6543 -1.0341
C -1.5737 -3.6888 -2.3792
C -2.8930 -3.7887 -2.7902
C -3.8999 -3.8434 -1.8459
C -3.5869 -3.8131 -0.4888
C -4.6159 -3.8499 0.4778
N -5.4615 -3.8595 1.2522
H -4.9362 -3.9116 -2.1416
H -3.1364 -3.8184 -3.8407
H -0.7768 -3.6370 -3.1050
H -0.2105 -3.5572 -0.7559
H -0.7954 -3.9239 2.8270
H -0.1221 -4.5373 1.3001
H -1.8092 -1.5925 1.8262
H 1.5338 -0.0775 1.3055
S 2.5455 2.4070 0.9201
O 2.7055 3.8274 1.0128
O 3.2760 1.5911 1.8370
N 3.0269 1.9789 -0.6418
C 2.8110 0.6349 -0.9995
C 1.8279 0.2661 -1.9120
C 1.5927 -1.0672 -2.1761
C 2.3285 -2.0570 -1.5262
C 3.3324 -1.6855 -0.6384
C 3.5694 -0.3493 -0.3803
H 4.3205 -0.0525 0.3324
H 3.9247 -2.4252 -0.1272
O 1.9883 -3.3456 -1.8204
C 2.6151 -4.3752 -1.0892
H 2.4862 -4.2254 -0.0129
H 3.6820 -4.4408 -1.3234
H 2.1240 -5.2979 -1.3976
H 0.8243 -1.3637 -2.8731
H 1.2411 1.0255 -2.4108
H 2.7027 2.6488 -1.3240
C -0.9520 5.1017 1.3770
C -0.7706 5.0109 2.8887
H -1.1513 4.0681 3.2727
H 0.2874 5.0758 3.1282
H -1.2977 5.8262 3.3776
H -0.6105 6.0825 1.0405
H -2.0166 5.0114 1.1150
H 1.1098 3.7173 -0.8940
H 1.0929 5.4039 -0.3841
H -0.1008 5.0521 -2.5639
H -1.2184 3.9331 -1.7737
H -1.2213 5.6452 -1.3401
*
```

HOMO-LUMO gap = 8.045 eV
E_LUMO = 0.22 eV
SMILES = CCN(CC)c1ccc(NC(=O)COc2ccccc2C#N)cc1S(=O)(=O)Nc1ccc(OC)cc1
max |F| = 1.0 eV Å⁻¹
relative energy (zero: lowest compared OMol25 entry of this formula, charge and spin) = 17.9 kJ/mol
HOMO energy = -7.82 eV
energy = -54448.7939 eV

No. 7
Formula: C26H28N6
Source: the OMol25 dataset
Level of theory: ωB97M-V/def2-TZVPD

```
! RIJCOSX wB97M-V def2-TZVPD def2/J DEFGRID3
* xyz 0 1
C 5.3870 -2.2127 0.9661
N 5.2529 -0.7638 1.1134
C 6.4245 -0.0451 0.7641
C 6.3009 1.4216 1.1146
C 5.0702 2.0522 0.4836
C 3.8633 1.1889 0.6735
C 4.0135 -0.1511 1.1186
C 2.8437 -0.8292 1.5181
C 1.5883 -0.2563 1.3159
C 1.4685 0.8557 0.4440
C 0.1298 1.2264 -0.3987
C -1.1684 0.8371 0.3392
C -2.2175 1.6719 0.7193
C -3.4617 1.1105 0.9905
C -3.6677 -0.3052 0.9212
N -4.9275 -0.8335 0.8478
C -5.1504 -2.2219 0.4994
C -6.1156 -0.0034 0.8548
C -5.8910 1.3047 1.5988
C -4.6502 2.0158 1.0926
C -2.5309 -1.1306 0.6951
C -1.3121 -0.5373 0.4282
C 2.6048 1.6867 0.3720
H 4.5573 -2.7352 1.4402
H 5.4475 -2.5132 -0.0932
H 6.3226 -2.5425 1.4358
H 7.2664 -0.4817 1.3113
H 6.6272 -0.1552 -0.3104
H 6.2131 1.5337 2.2012
H 7.1950 1.9360 0.7694
H 4.8682 3.0079 0.9788
H 5.2781 2.2764 -0.5681
H 2.9166 -1.8594 1.8877
H 0.7523 -0.7815 1.7870
H 0.1670 2.3189 -0.4729
H -2.1588 2.7698 0.6913
H -4.5619 -2.9107 1.1282
H -6.2147 -2.4467 0.6532
H -4.9074 -2.4575 -0.5578
H -6.4417 0.2136 -0.1772
H -6.9163 -0.5748 1.3347
H -6.7698 1.9366 1.4606
H -5.7715 1.0914 2.6645
H -4.4023 2.8524 1.7596
H -4.8882 2.4768 0.1174
H -2.6340 -2.2069 0.5173
H -0.4391 -1.1439 0.2005
H 2.5572 2.7392 0.0629
C -0.8017 -1.6839 -4.4646
N -2.0510 -1.9813 -4.1276
C -2.6465 -1.3875 -3.1199
N -2.0987 -0.4264 -2.3036
C -0.8491 -0.0961 -2.5057
C -0.1533 -0.7330 -3.6350
N 1.1567 -0.3532 -3.5730
C 1.2696 0.4969 -2.5319
N 0.1182 0.6713 -1.7954
H -0.3960 -2.2198 -5.3607
H -3.6602 -1.7148 -2.9288
H 2.1949 1.0024 -2.3483
*
```

HOMO-LUMO gap = 7.818 eV
E_LUMO = 0.70 eV
SMILES = CN1CCCc2cc(C(c3ccc4c(c3)CCCN4C)n3cnc4cncnc43)ccc21
max |F| = 3.1 eV Å⁻¹
relative energy (zero: lowest compared OMol25 entry of this formula, charge and spin) = 29.2 kJ/mol
HOMO energy = -7.12 eV
energy = -36355.7335 eV

What did the second record say?
Formula: C26H28LiN7O2S
Source: the OMol25 dataset
Level of theory: ωB97M-V/def2-TZVPD

```
! RIJCOSX wB97M-V def2-TZVPD def2/J DEFGRID3
* xyz 0 1
Li -0.1575 -0.0308 0.2868
O -4.1118 0.2416 -0.2284
C -2.9059 0.4128 -0.2014
N -1.9281 -0.5238 -0.2686
C -2.0102 -1.5843 -1.0944
O -2.6757 -1.6901 -2.1206
C -1.0748 -2.7254 -0.7310
C -1.3044 -3.9705 -1.3053
C -0.4909 -5.0302 -0.9512
C 0.5293 -4.8096 -0.0366
C 0.6944 -3.5318 0.4680
N -0.0781 -2.4982 0.1309
C -2.3798 1.8307 -0.0384
C -3.2314 2.8758 -0.3808
C -2.7622 4.1748 -0.3190
C -1.4590 4.3897 0.1082
C -0.6921 3.2914 0.4497
N -1.1223 2.0316 0.3732
H -2.1192 -4.0685 -2.0083
H -0.6435 -6.0127 -1.3793
H 1.1841 -5.6101 0.2808
H 1.4809 -3.3284 1.1878
H -4.2385 2.6347 -0.6925
H -3.4017 5.0058 -0.5898
H -1.0471 5.3874 0.1793
H 0.3211 3.4385 0.8105
N 3.2167 1.5775 0.3302
C 3.7901 2.2229 -0.8527
C 2.8043 2.1589 -2.0078
C 2.5249 0.7452 -2.5248
C 1.2216 0.7096 -3.3233
N 0.0251 0.6643 -2.4625
H 2.3268 2.0022 0.5636
H 3.8191 1.6875 1.1355
H 4.7033 1.6852 -1.1220
H 4.0707 3.2678 -0.6757
H 3.1863 2.7738 -2.8265
H 1.8548 2.6039 -1.6826
H 2.4472 0.0518 -1.6834
H 3.3533 0.4144 -3.1569
H 1.2366 -0.1253 -4.0285
H 1.1777 1.6231 -3.9212
H -0.3279 -0.2841 -2.4156
H -0.7208 1.1947 -2.8938
S 1.9445 -1.0010 6.6255
C 1.3789 -0.7654 4.9443
C 0.1371 -0.2078 4.6759
C -0.2407 -0.0439 3.3530
N 0.5354 -0.3855 2.3239
C 1.7285 -0.9159 2.5905
C 2.1945 -1.1233 3.8791
C 0.8665 -2.3708 7.0489
C 1.2186 -3.6633 6.6878
C 0.3407 -4.6928 6.9981
N -0.8166 -4.5057 7.6303
C -1.1294 -3.2630 7.9894
C -0.3228 -2.1623 7.7291
H -0.5231 0.0866 5.4803
H -1.2073 0.3824 3.1027
H 2.3376 -1.1813 1.7335
H 3.1707 -1.5568 4.0518
H 2.1520 -3.8588 6.1761
H 0.5787 -5.7168 6.7284
H -2.0722 -3.1387 8.5125
H -0.6107 -1.1717 8.0560
*
```

HOMO-LUMO gap = 8.380 eV
E_LUMO = -0.06 eV
max |F| = 0.4 eV Å⁻¹
HOMO energy = -8.44 eV
energy = -52984.7992 eV